1.
15
Properties=species:S:1:pos:R:3:forces:R:3 method="wB97M-V/def2-TZVPD" multiplicity=1
N 3.15796 -0.71037 0.09079 0.2 -0.2 -0.1
C 1.83124 -0.50528 0.48809 -0.3 0.5 1.0
C 1.13893 0.68364 0.14453 0.6 -0.4 -0.6
C -0.24709 0.79622 -0.16885 0.0 0.0 0.3
C -1.15046 -0.19034 -0.05761 -0.2 0.4 0.3
C -2.61600 0.07717 -0.15955 -0.4 -0.3 -0.3
H 3.20626 -0.35585 -0.86613 0.1 0.1 0.1
H 1.79969 -1.48213 -0.14382 -0.1 0.2 -0.2
H 1.55491 -0.88757 1.48143 0.1 -0.3 -0.2
H 1.81057 1.52061 -0.02361 -0.1 0.1 -0.3
H -0.59202 1.78115 -0.46099 -0.1 0.1 0.0
H -0.82992 -1.17613 0.25849 0.0 -0.1 -0.2
H -2.85064 0.77066 -0.96636 0.1 0.2 0.0
H -3.19534 -0.81877 -0.38131 0.1 -0.1 0.1
H -3.01809 0.49699 0.76491 0.0 0.0 0.1

2.
15
Properties=species:S:1:pos:R:3:forces:R:3 method="wB97M-V/def2-TZVPD" multiplicity=1 smiles="C=C/C(C)=C/N"
C -0.92341 0.54757 -2.09138 -0.8 0.0 -1.1
C 0.19597 0.59826 -1.40425 0.5 -0.5 1.0
C 0.31470 -0.03248 -0.05843 -0.7 0.5 -0.3
C -0.22330 -1.41570 0.13054 1.1 -0.6 -0.3
C 0.71787 0.73440 0.94331 0.0 0.0 1.1
N 0.83011 0.34094 2.29512 -0.3 0.1 0.1
H -1.82837 0.06375 -1.74423 0.2 -0.1 0.4
H -1.06707 0.95407 -3.08350 0.4 0.2 0.0
H 1.11111 1.07344 -1.74022 -0.2 0.2 -0.4
H 0.45309 -2.11321 -0.38023 -0.1 0.0 -0.1
H -1.19073 -1.56067 -0.33877 -0.2 0.1 0.2
H -0.18876 -1.77297 1.15801 -0.4 0.2 0.1
H 0.93555 1.78406 0.82925 0.4 0.1 -0.5
H 0.12884 -0.33512 2.57022 0.2 -0.1 -0.1
H 0.73440 1.13366 2.91457 0.2 0.0 0.0

3.
15
Properties=species:S:1:pos:R:3:forces:R:3 method="wB97M-V/def2-TZVPD" multiplicity=1 smiles=CC(C)(C)C#N
C 1.31021 -0.69259 -0.26805 0.2 0.0 -0.2
C 0.06692 0.04555 0.20396 0.1 0.1 -0.3
C 0.00842 1.51353 -0.15954 0.1 0.2 -0.2
C -1.19217 -0.66680 -0.36805 0.1 0.1 0.0
C 0.08529 -0.03756 1.70547 -2.2 -1.7 -0.8
N -0.58858 -0.66508 2.40576 0.7 0.5 1.6
H 2.20482 -0.20772 0.12817 0.0 -0.1 -0.2
H 1.29396 -1.73087 0.08861 0.0 0.3 -0.1
H 1.33767 -0.69700 -1.35944 0.1 0.0 0.0
H 0.90726 2.01790 0.19942 0.0 0.1 -0.2
H -0.86531 1.97558 0.31759 0.2 -0.1 -0.2
H -0.08396 1.61695 -1.24095 0.1 0.2 0.0
H -1.21368 -1.74242 -0.15315 0.2 0.3 0.1
H -1.17924 -0.54420 -1.46182 0.0 0.0 0.3
H -2.12699 -0.23358 0.00555 0.3 0.0 0.0

4.
16
Properties=species:S:1:pos:R:3:forces:R:3 method="wB97M-V/def2-TZVPD" total_charge=+1 multiplicity=1 smiles=CCc1c[nH]c[nH+]1
C 1.04987 -1.43451 -1.99561 -0.8 -0.5 -0.1
C 1.09788 -0.04574 -1.33909 1.0 0.0 -0.6
C 0.26964 0.15348 -0.13912 -0.6 -1.8 1.5
C 0.12176 -0.63266 1.01103 1.2 1.2 -2.3
N -0.79408 0.00393 1.77333 -1.6 -0.2 0.9
C -1.32057 1.06499 1.16788 1.3 -0.8 -1.5
N -0.65291 1.13647 0.00213 -0.7 1.1 0.3
H 0.29913 -1.48446 -2.78688 -0.1 0.2 0.1
H 1.98028 -1.72672 -2.47400 0.2 0.2 0.2
H 0.75500 -2.21951 -1.29642 0.3 0.0 0.1
H 2.14062 0.13595 -1.06190 -0.1 0.2 0.0
H 0.82223 0.70577 -2.07773 0.1 0.1 0.0
H 0.68989 -1.52253 1.21079 -0.3 -0.1 0.6
H -1.26812 -0.39963 2.55784 0.2 -0.2 0.6
H -2.20112 1.63094 1.38271 -0.1 0.2 0.5
H -0.81241 1.88199 -0.65182 0.0 0.1 -0.3

5.
16
Properties=species:S:1:pos:R:3:forces:R:3 method="wB97M-V/def2-TZVPD" total_charge=+1 multiplicity=1
C 0.69285 -1.45963 -0.19003 0.2 0.1 0.0
C 1.02989 -0.22638 0.21516 -0.2 -0.1 0.2
C -0.67123 -1.89505 -0.03336 0.4 -0.1 -0.2
C -1.87428 0.08297 0.55197 0.0 0.4 2.2
C 2.37533 0.36303 0.23224 0.6 -0.1 -0.4
N -1.57852 -1.01005 0.05375 -0.8 0.2 -0.7
N -2.72535 1.03175 -0.21271 -0.5 -0.3 -0.9
H 1.39956 -2.17739 -0.57580 0.2 0.0 0.0
H 0.24566 0.40072 0.64306 0.1 -0.1 -0.2
H -0.94410 -2.93851 0.00360 -0.1 -0.1 0.0
H 2.94186 0.01091 -0.63159 0.1 0.0 0.1
H 2.92926 0.05423 1.11852 0.0 0.0 0.1
H 2.33714 1.45022 0.21460 0.0 0.0 0.0
H -3.20894 0.61763 -1.02786 0.0 0.3 0.1
H -2.13672 1.81540 -0.52725 -0.2 -0.1 0.1
H -3.41392 1.41173 0.45415 0.3 -0.1 -0.3

6.
16
Properties=species:S:1:pos:R:3:forces:R:3 method="wB97M-V/def2-TZVPD" total_charge=+1 multiplicity=1
C -0.92069 -0.59864 1.63432 -0.8 4.3 1.1
C 0.25820 -0.20434 -1.42450 -0.1 2.7 0.3
C -0.71334 0.70436 0.81783 -0.4 -0.2 1.4
C 0.53146 -1.36288 -2.27337 -2.3 -0.3 -1.6
C 0.38292 1.51075 1.50205 1.7 0.3 0.5
N -0.67660 -1.51371 0.82192 0.7 0.7 -2.8
N -0.34928 -0.15165 -0.32389 0.1 -4.5 1.6
H -1.14011 -0.46256 2.73184 0.1 -1.4 -1.1
H 0.56802 0.84400 -1.76497 -0.3 -1.4 0.1
H -1.62964 1.25395 0.52033 0.5 -0.2 0.5
H 0.50222 -0.92153 -3.32473 0.9 -1.2 1.2
H 1.35509 -1.91750 -1.89173 1.5 0.0 -0.3
H -0.24202 -2.18224 -2.24064 0.2 1.2 0.2
H -0.01967 1.95764 2.46483 0.2 0.0 -1.5
H 0.93644 2.26485 0.82150 -1.2 -1.1 1.3
H 1.15700 0.77950 1.92920 -0.8 0.9 -1.0

Going through the records in order, we get ΔE to the lowest compared entry with this formula, charge and spin values of 120.4, 28.7, 22.4, 18.5, 105.4, 127.8 kcal per mole.
Going through the records in order, we get largest force on an atom values of 1.151, 1.323, 2.856, 2.869, 2.285, 4.744 eV Å⁻¹.